Entry 1:
# C4H9ErNaO4

C4H9ErNaO4 as an isolated structure (ωB97M-V with the def2-TZVPD basis set, the OMol25 dataset).

Atoms and positions in Å:
C1 0.71 -1.90 1.66
H1 0.21 -4.32 0.56
H2 1.99 -3.94 0.56
H3 1.07 -3.88 -0.96
O1 1.02 0.49 -0.85
H4 1.73 -2.04 2.06
C2 -1.73 0.77 1.67
C3 0.42 -0.41 1.70
H5 -1.67 0.81 2.77
Er1 -0.05 2.14 -0.45
H6 -2.75 0.55 1.28
O2 -1.30 1.94 1.14
C4 1.01 -3.70 0.12
H7 -0.11 -2.47 2.16
H8 1.55 -0.09 0.65
O3 0.69 -2.34 0.31
Na1 -0.65 -1.04 -1.04
H9 0.50 -0.08 2.75
O4 -0.97 -0.39 1.29

Kohn-Sham gap (spin up / spin down) = 0.2294 / 0.2330 Eh
⟨S²⟩ = 3.75
2S+1 = 4
Charge = +1
Maximum force = 4.40 eV/Å
HOMO (spin up / spin down) = -11.486 / -11.503 eV


Entry 2:
# C3H6NOS

An isolated ion of composition C3H6NOS and charge -1 (ωB97M-V with the def2-TZVPD basis set, the OMol25 dataset).

Atoms and positions in Å:
H1 0.78 -1.27 1.55
S1 0.81 -1.32 -1.85
H2 -0.90 0.25 1.21
H3 -1.06 -1.64 -0.40
N1 1.03 -0.40 1.09
C1 -0.57 -0.74 -0.80
H4 -1.34 -0.34 -1.48
C2 -0.15 0.13 0.38
C3 -0.06 1.61 0.08
H5 1.66 -0.58 0.32
O1 0.36 2.47 0.79
H6 -0.57 1.82 -0.88

Kohn-Sham gap = 0.2473 Eh
Charge = -1
Maximum force = 1.21 eV/Å
HOMO = -2.718 eV


Entry 3:
# C36H38O2P2Ti

C36H38O2P2Ti as an isolated structure (ωB97M-V with the def2-TZVPD basis set, the OMol25 dataset).

Atoms and positions in Å:
H1 3.76 2.86 -8.68
H2 -3.64 -3.83 -0.31
H3 -1.73 3.44 7.40
H4 -0.59 -6.77 -5.56
C1 -1.27 -1.50 0.41
C2 -2.65 -4.09 -5.96
C3 -2.15 -5.39 -6.12
H5 3.12 3.41 -4.47
C4 1.27 3.05 -2.40
C5 3.47 2.46 -7.72
C6 -1.85 2.58 6.74
C7 -0.27 -0.76 -3.97
H6 -0.03 1.28 -4.29
H7 -1.84 1.40 8.56
C8 -0.84 -3.56 -4.45
C9 2.45 4.18 -0.62
O1 0.29 -1.75 6.74
H8 0.62 -1.15 8.70
H9 0.33 -0.92 -0.90
H10 2.39 -0.13 5.07
H11 0.34 2.77 6.48
H12 -1.94 2.29 3.30
C10 -2.19 -0.29 5.62
C11 3.06 1.13 -7.61
Ti1 -0.03 0.11 6.11
H13 0.55 1.97 4.24
C12 -0.99 -5.77 -5.44
H14 0.59 -5.14 -4.11
O2 0.78 -3.20 8.42
H15 4.31 3.26 0.00
H16 -2.19 -1.35 5.36
C13 3.49 3.27 -6.59
C14 2.69 0.62 -6.37
C15 -2.00 -3.19 -5.13
C16 -2.78 -3.19 -0.44
P1 0.09 -2.43 -3.35
C17 -2.08 0.03 6.97
C18 0.57 -1.97 8.01
C19 3.10 2.77 -5.34
C20 -2.39 -2.32 0.58
C21 -0.53 2.30 6.04
H17 -1.30 -0.68 -4.31
C22 0.46 0.37 -3.95
H18 0.42 2.99 -3.08
C23 -0.40 1.82 4.74
H19 4.12 1.38 -1.61
C24 2.03 0.37 5.98
H20 -2.95 -2.29 1.51
H21 3.81 4.31 -6.66
H22 0.57 4.84 -1.43
C25 1.36 4.10 -1.48
H23 2.40 -0.43 -6.28
H24 -2.04 -0.80 7.67
H25 -1.11 0.76 3.05
C26 3.36 2.16 -1.58
H26 -2.65 -6.09 -6.77
C27 -2.68 0.65 4.53
C28 2.27 2.07 -2.46
H27 3.05 0.49 -8.48
H28 -2.38 -3.89 -2.44
C29 -0.33 -4.86 -4.62
H29 -2.40 -2.18 -5.00
C30 -0.55 -1.55 -0.78
C31 3.46 3.21 -0.67
H30 -0.96 -0.83 1.20
H31 2.52 4.99 0.10
C32 2.69 1.43 -5.22
C33 -0.95 -2.40 -1.83
C34 -2.06 -3.22 -1.64
H32 -3.43 1.50 7.80
H33 -3.55 -3.79 -6.49
H34 -3.23 0.07 3.78
H35 2.30 1.43 5.91
C35 -2.35 1.38 7.59
P2 2.22 0.66 -3.62
H36 -2.61 2.86 6.00
H37 -3.40 1.36 4.96
H38 2.54 -0.08 6.84
C36 -1.53 1.41 3.82

Kohn-Sham gap (spin up / spin down) = 0.2916 / 0.2607 Eh
⟨S²⟩ = 2.01
2S+1 = 3
Charge = 0
Maximum force = 7.10 eV/Å
HOMO (spin up / spin down) = -8.027 / -8.027 eV


Entry 4:
# C22H17NO6S3SbZn

C22H17NO6S3SbZn as an isolated structure (ωB97M-V with the def2-TZVPD basis set, the OMol25 dataset).

Atoms and positions in Å:
H1 -0.42 -2.75 -3.46
C1 0.30 -1.80 0.84
C2 2.20 -3.81 0.77
H2 4.47 -0.12 4.78
S1 0.59 5.06 -5.20
C3 2.60 -2.48 0.74
C4 -3.55 1.98 -1.91
H3 -3.36 -1.58 -1.01
Zn1 1.16 0.90 -2.15
H4 -2.66 2.56 -2.16
O1 -1.93 -1.20 -1.32
H5 -6.90 2.24 -1.53
C5 -0.09 -3.12 0.86
C6 -3.38 0.64 -1.62
C7 -5.76 0.45 -1.26
C8 2.35 0.48 2.20
O2 4.39 -0.07 0.26
C9 -4.50 -0.14 -1.28
O3 0.92 0.72 0.27
H6 -1.15 -3.36 0.87
H7 3.06 1.62 5.85
H8 -0.44 -1.02 0.81
C10 3.28 0.22 -0.19
Sb1 0.09 3.24 -3.89
C11 1.56 1.44 2.81
H9 1.12 1.67 0.18
S2 1.14 1.23 -4.55
O4 -4.37 -1.44 -0.96
S3 0.88 3.34 -1.67
H10 3.65 -2.22 0.66
H11 2.96 -4.59 0.72
H12 0.55 -5.18 0.84
C12 1.65 -1.46 0.78
N1 0.32 -2.24 -3.02
C13 0.86 -4.14 0.83
C14 3.65 0.32 4.23
C15 0.98 -1.42 -2.53
H13 -6.61 -0.17 -1.00
O5 3.03 0.70 -1.33
O6 -1.06 0.75 -2.02
C16 -5.91 1.79 -1.56
H14 1.18 2.61 4.57
C17 2.05 0.02 0.77
C18 1.81 1.85 4.12
H15 0.72 1.87 2.28
H16 4.03 -0.82 2.46
C19 2.86 1.30 4.83
C20 -4.81 2.57 -1.88
C21 3.40 -0.08 2.93
C22 -2.00 0.01 -1.67
H17 -4.92 3.62 -2.11

Kohn-Sham gap (spin up / spin down) = 0.2276 / 0.2332 Eh
⟨S²⟩ = 0.76
2S+1 = 2
Charge = -2
Maximum force = 0.44 eV/Å
HOMO (spin up / spin down) = -1.666 / -2.432 eV


Entry 5:
# C10H30ClO5

C10H30ClO5 as an isolated structure (ωB97M-V with the def2-TZVPD basis set, the OMol25 dataset).

Atoms and positions in Å:
O1 1.53 2.19 -2.21
H1 -0.13 5.21 -2.49
H2 1.39 4.59 -3.14
H3 1.32 1.37 -2.03
H4 -0.16 -5.39 1.52
H5 -0.04 3.05 -1.01
H6 0.87 0.57 4.08
C1 -0.60 -3.97 0.02
O2 -1.45 -4.55 -0.92
H7 0.07 -3.26 -0.36
H8 1.20 -1.32 -0.45
H9 -1.64 -0.05 2.06
H10 3.01 0.06 0.07
C2 -0.61 0.66 2.46
O3 -2.72 0.86 -0.27
H11 -5.27 1.60 -0.92
H12 -4.68 2.87 -1.95
Cl1 0.13 -0.48 -1.24
H13 -1.13 -3.39 1.01
H14 -2.82 1.52 -2.30
C3 0.84 4.50 -2.42
H15 0.98 -4.39 1.31
H16 -0.36 2.62 -2.56
H17 1.49 5.00 -1.72
O4 2.18 -1.74 -0.36
H18 -4.29 2.86 -0.12
C4 -4.38 2.32 -1.02
C5 -2.94 1.74 -1.33
H19 -0.14 -0.68 4.19
C6 0.37 -5.01 0.62
H20 4.87 -1.00 1.40
C7 0.18 -0.09 3.46
H21 0.82 -0.73 2.96
C8 4.22 -1.46 0.60
C9 0.37 2.98 -1.98
H22 0.41 -5.81 -0.15
H23 0.27 0.80 0.89
H24 4.79 -1.63 -0.40
H25 -2.36 -3.97 -1.09
O5 0.19 1.38 1.66
H26 -1.34 1.26 3.03
H27 2.44 -0.93 1.38
H28 4.19 -2.45 0.93
H29 -1.71 0.71 -0.57
H30 -2.30 2.52 -1.12
C10 2.92 -0.90 0.48

Kohn-Sham gap = 0.3150 Eh
Charge = -1
Maximum force = 12.29 eV/Å
HOMO = -5.435 eV


Entry 6:
# C34H31CoFN8O3S2Se

C34H31CoFN8O3S2Se as an isolated structure (ωB97M-V with the def2-TZVPD basis set, the OMol25 dataset).

Atoms and positions in Å:
O1 -3.26 -4.56 -0.58
H1 3.17 1.95 -2.09
N1 2.39 1.13 2.19
H2 -1.18 -2.76 1.80
H3 5.65 1.75 -1.83
H4 -1.18 2.26 1.75
C1 0.68 -2.93 -4.53
C2 -1.62 1.32 4.97
C3 3.28 1.25 1.10
N2 -1.04 1.14 -0.63
H5 -1.55 -4.76 -0.96
C4 -0.97 1.83 2.72
S1 -3.49 -4.09 0.79
H6 1.86 3.78 -0.83
H7 0.29 5.33 3.42
H8 1.26 -3.82 -4.73
C5 -3.07 -0.27 -0.46
H9 6.58 1.22 0.42
C6 -0.15 5.05 2.47
Se1 3.38 -1.57 -0.74
H10 4.97 0.94 2.34
H11 2.22 -1.55 -3.99
H12 -2.89 2.29 3.54
H13 1.57 0.31 4.38
C7 1.82 -5.15 -0.61
N3 -0.87 -1.41 -4.17
N4 1.60 -1.50 -0.89
O2 -2.61 -4.69 1.77
H14 -1.65 1.95 -0.70
F1 -2.25 5.80 3.24
H15 -0.95 -2.42 -1.25
H16 -2.93 -1.48 -4.35
C8 -1.76 0.01 -0.06
C9 -0.19 -3.16 -1.05
H17 -2.35 -0.55 -2.96
C10 -1.70 -2.04 1.18
C11 -1.50 5.26 2.26
C12 0.31 -0.79 -3.92
H18 0.39 3.42 -1.78
C13 0.59 0.75 4.21
C14 5.00 1.59 -0.99
H19 -1.46 -3.40 -4.77
C15 0.04 4.10 0.24
H20 -0.13 0.35 6.18
C16 0.28 1.27 2.96
H21 -4.62 -1.76 -0.49
C17 -1.10 -0.85 0.79
C18 -1.32 4.36 0.06
C19 1.18 -2.75 -0.88
H22 -0.09 -0.64 1.09
C20 -0.65 -2.73 -4.54
H23 -3.16 5.13 0.92
C21 5.51 1.31 0.27
C22 2.21 -3.77 -0.71
C23 4.63 1.14 1.33
C24 -1.92 1.86 3.73
C25 3.63 1.70 -1.14
C26 -3.64 -1.48 -0.12
H24 -1.78 4.14 -0.90
S2 0.55 0.82 -3.45
N5 1.25 -1.73 -4.15
Co1 0.90 1.47 -0.21
C27 -0.36 0.77 5.21
H25 -0.82 0.91 -1.61
N6 1.20 1.29 1.87
H26 2.59 -5.90 -0.46
C28 -0.51 -4.46 -0.91
O3 -4.89 -4.02 1.17
H27 -3.60 0.43 -1.10
C29 -2.17 -0.78 -4.01
C30 -2.94 -2.39 0.67
N7 3.45 -3.33 -0.62
C31 0.51 -5.46 -0.68
H28 -2.21 0.13 -4.59
C32 -2.10 4.93 1.06
C33 0.60 4.48 1.46
H29 0.20 -6.49 -0.57
H30 1.66 4.30 1.62
H31 -2.36 1.33 5.75
N8 2.78 1.50 -0.12
C34 0.85 3.39 -0.79

Kohn-Sham gap (spin up / spin down) = 0.2174 / 0.2193 Eh
⟨S²⟩ = 0.84
2S+1 = 2
Charge = 0
Maximum force = 0.89 eV/Å
HOMO (spin up / spin down) = -8.023 / -8.023 eV


Q: Among the records above, which one has the highest charge?
A: C4H9ErNaO4


Q: Which formula does entry 4 have?
A: C22H17NO6S3SbZn


Q: Look up the maximum force of the fifth one.
A: 12.29 eV/Å


Please write out number 6 again, unchanged.
# C34H31CoFN8O3S2Se

C34H31CoFN8O3S2Se as an isolated structure (ωB97M-V with the def2-TZVPD basis set, the OMol25 dataset).

Atoms and positions in Å:
O1 -3.26 -4.56 -0.58
H1 3.17 1.95 -2.09
N1 2.39 1.13 2.19
H2 -1.18 -2.76 1.80
H3 5.65 1.75 -1.83
H4 -1.18 2.26 1.75
C1 0.68 -2.93 -4.53
C2 -1.62 1.32 4.97
C3 3.28 1.25 1.10
N2 -1.04 1.14 -0.63
H5 -1.55 -4.76 -0.96
C4 -0.97 1.83 2.72
S1 -3.49 -4.09 0.79
H6 1.86 3.78 -0.83
H7 0.29 5.33 3.42
H8 1.26 -3.82 -4.73
C5 -3.07 -0.27 -0.46
H9 6.58 1.22 0.42
C6 -0.15 5.05 2.47
Se1 3.38 -1.57 -0.74
H10 4.97 0.94 2.34
H11 2.22 -1.55 -3.99
H12 -2.89 2.29 3.54
H13 1.57 0.31 4.38
C7 1.82 -5.15 -0.61
N3 -0.87 -1.41 -4.17
N4 1.60 -1.50 -0.89
O2 -2.61 -4.69 1.77
H14 -1.65 1.95 -0.70
F1 -2.25 5.80 3.24
H15 -0.95 -2.42 -1.25
H16 -2.93 -1.48 -4.35
C8 -1.76 0.01 -0.06
C9 -0.19 -3.16 -1.05
H17 -2.35 -0.55 -2.96
C10 -1.70 -2.04 1.18
C11 -1.50 5.26 2.26
C12 0.31 -0.79 -3.92
H18 0.39 3.42 -1.78
C13 0.59 0.75 4.21
C14 5.00 1.59 -0.99
H19 -1.46 -3.40 -4.77
C15 0.04 4.10 0.24
H20 -0.13 0.35 6.18
C16 0.28 1.27 2.96
H21 -4.62 -1.76 -0.49
C17 -1.10 -0.85 0.79
C18 -1.32 4.36 0.06
C19 1.18 -2.75 -0.88
H22 -0.09 -0.64 1.09
C20 -0.65 -2.73 -4.54
H23 -3.16 5.13 0.92
C21 5.51 1.31 0.27
C22 2.21 -3.77 -0.71
C23 4.63 1.14 1.33
C24 -1.92 1.86 3.73
C25 3.63 1.70 -1.14
C26 -3.64 -1.48 -0.12
H24 -1.78 4.14 -0.90
S2 0.55 0.82 -3.45
N5 1.25 -1.73 -4.15
Co1 0.90 1.47 -0.21
C27 -0.36 0.77 5.21
H25 -0.82 0.91 -1.61
N6 1.20 1.29 1.87
H26 2.59 -5.90 -0.46
C28 -0.51 -4.46 -0.91
O3 -4.89 -4.02 1.17
H27 -3.60 0.43 -1.10
C29 -2.17 -0.78 -4.01
C30 -2.94 -2.39 0.67
N7 3.45 -3.33 -0.62
C31 0.51 -5.46 -0.68
H28 -2.21 0.13 -4.59
C32 -2.10 4.93 1.06
C33 0.60 4.48 1.46
H29 0.20 -6.49 -0.57
H30 1.66 4.30 1.62
H31 -2.36 1.33 5.75
N8 2.78 1.50 -0.12
C34 0.85 3.39 -0.79

Kohn-Sham gap (spin up / spin down) = 0.2174 / 0.2193 Eh
⟨S²⟩ = 0.84
2S+1 = 2
Charge = 0
Maximum force = 0.89 eV/Å
HOMO (spin up / spin down) = -8.023 / -8.023 eV